# 1
C6H16O | the ωB97M-V functional and the def2-TZVPD basis

Each line ends with the Mulliken charge.
Positions of all 23 atoms, in Å:
O: -0.781 -2.784 -3.398  -0.656
C: -0.398 2.194 0.276  -0.422
C: 0.395 -0.236 0.292  -0.654
C: 0.799 3.007 -0.188  -1.130
C: -0.493 0.817 -0.357  -0.726
C: -0.233 -0.892 1.533  -0.255
C: 0.786 -1.726 2.302  -1.246
H: 1.036 2.678 -1.201  0.275
H: 1.132 -2.530 1.646  0.291
H: -0.399 2.055 1.354  0.247
H: 1.670 -1.126 2.541  0.331
H: -1.576 -2.335 -3.753  0.320
H: -0.525 -2.259 -2.633  0.337
H: 0.673 -1.016 -0.416  0.342
H: -1.019 -1.520 1.108  0.255
H: 1.672 2.837 0.421  0.308
H: -1.335 2.720 0.104  0.367
H: -1.541 0.476 -0.378  0.358
H: 1.347 0.230 0.555  0.296
H: -0.683 -0.125 2.173  0.301
H: 0.373 -2.180 3.198  0.355
H: -0.211 0.909 -1.405  0.359
H: 0.552 4.068 -0.273  0.345

Summary:
SMILES = CCCCCC.O
Relative energy (zero: lowest compared OMol25 entry of this formula, charge and spin) = 0.279 eV
Total charge = 0


# 2
C3H6FN | the ωB97M-V functional and the def2-TZVPD basis

Each line ends with the Mulliken charge.
Positions of all 11 atoms, in Å:
F: -2.091 0.248 -0.392  -0.185
N: -1.781 -1.079 -0.039  -0.134
C: 2.706 -0.477 0.289  -0.327
C: -2.769 -1.783 0.216  -0.248
C: 1.528 -0.765 0.228  -0.468
H: -1.131 0.724 3.164  -0.120
H: 0.647 -1.216 0.361  0.481
H: 3.680 -0.235 -0.032  0.347
H: -2.502 -2.816 0.462  0.270
H: -0.646 1.263 3.637  0.121
H: -3.892 -1.542 0.083  0.264

Summary:
Relative energy (zero: lowest compared OMol25 entry of this formula, charge and spin) = 5.207 eV
Total charge = 0


# 3
C2H4INO | the ωB97M-V functional and the def2-TZVPD basis

Each line ends with the Mulliken charge.
Positions of all 9 atoms, in Å:
I: 2.082 -1.475 -3.179  -0.149
O: -0.057 0.698 0.372  -0.350
N: -0.322 -0.730 -1.602  -0.479
C: -0.505 0.969 1.686  -0.569
C: -0.290 -0.053 -0.640  0.571
H: 0.143 0.558 2.408  0.296
H: 0.876 -2.764 -2.883  0.129
H: -0.333 2.010 1.964  0.257
H: -1.594 0.788 1.873  0.294

Summary:
SMILES = COC#N.I
Relative energy (zero: lowest compared OMol25 entry of this formula, charge and spin) = 2.124 eV
Total charge = 0


# 4
C50H62ClF30I4NO26S3 | the ωB97M-V functional and the def2-TZVPD basis

Each line ends with the Mulliken charge.
Positions of all 177 atoms, in Å:
I: 4.241 -3.433 5.336  0.444
I: 7.677 -4.039 3.969  0.078
I: -1.235 -7.104 -1.871  -0.012
I: 2.174 -6.012 3.801  0.165
Cl: 2.040 -0.290 -1.488  0.151
S: -0.300 -2.554 0.533  1.386
S: 1.579 0.264 1.210  1.454
S: 4.120 -1.219 0.011  1.428
F: -9.429 13.411 1.905  -0.257
F: 0.315 -9.905 -4.048  -0.219
F: 5.159 1.271 5.695  -0.288
F: -2.721 -1.523 -0.057  -0.280
F: 0.415 -12.066 -4.311  -0.244
F: -2.446 -3.915 -1.894  -0.153
F: 6.794 -5.101 -0.646  -0.281
F: -3.480 6.513 0.168  -0.262
F: -1.491 -5.645 -10.021  -0.262
F: -5.640 6.214 0.137  -0.240
F: 3.141 0.444 5.752  -0.267
F: -0.110 -3.959 -9.929  -0.244
F: 3.760 1.214 -7.689  -0.237
F: 4.869 -0.884 5.838  -0.153
F: 2.226 -10.863 -4.479  -0.249
F: -7.269 13.710 1.936  -0.256
F: -4.501 6.126 -1.720  -0.262
F: 3.743 -0.550 -8.972  -0.242
F: -1.057 -0.420 -1.236  -0.166
F: -1.060 -2.388 -3.310  -0.296
F: 0.406 -5.843 -8.963  -0.221
F: 4.174 -4.176 8.565  -0.218
F: 2.885 -5.155 7.104  -0.117
F: 2.732 -3.003 7.428  -0.227
F: -8.291 13.323 0.048  -0.252
F: -7.564 18.332 -4.530  -0.238
F: -7.372 20.331 -3.683  -0.239
F: 5.254 0.996 -9.260  -0.240
F: -3.133 -1.773 -2.498  -0.291
F: -5.676 18.960 -3.638  -0.243
O: 0.338 -11.604 -7.071  -0.519
O: 0.594 -4.162 8.668  -0.200
O: 5.422 -7.019 -0.507  -0.456
O: 4.174 1.716 8.201  -0.290
O: 0.988 0.082 2.609  -0.628
O: -8.661 10.756 2.351  -0.524
O: 3.262 -1.659 3.091  0.110
O: -4.871 3.559 0.583  -0.527
O: -7.381 17.123 -2.090  -0.334
O: -0.870 -1.840 1.811  -0.610
O: 4.661 -2.242 1.126  -0.425
O: 2.964 -6.133 0.807  -0.513
O: -7.020 11.017 0.767  -0.316
O: 6.684 -0.641 -7.495  -0.511
O: -2.133 -3.444 -8.170  -0.294
O: 4.878 0.119 0.070  -0.638
O: 0.892 -9.413 -6.670  -0.310
O: 0.560 1.233 0.480  -0.649
O: -3.231 3.820 -1.001  -0.341
O: 4.579 -1.685 -1.429  -0.478
O: 4.502 -0.521 8.590  -0.517
O: -1.089 -3.916 0.673  -0.567
O: -7.853 19.175 -1.178  -0.512
O: -1.177 -5.020 -6.805  -0.518
O: 4.781 -0.856 -6.231  -0.290
O: 2.070 -4.863 10.279  -0.535
N: 4.296 -4.709 -0.412  0.395
C: 2.223 -1.127 0.208  -0.457
C: -7.029 19.026 -3.485  0.853
C: 2.869 1.606 1.714  -0.762
C: 5.485 -0.428 -7.326  0.356
C: -0.624 -3.253 10.565  -1.133
C: 5.411 -5.690 -0.446  0.423
C: -0.724 -8.966 -8.430  -1.056
C: 1.848 -4.441 9.147  -0.190
C: -6.688 9.626 0.896  -0.118
C: -1.900 -2.560 -2.064  0.474
C: -2.899 2.429 -0.872  -0.044
C: -1.986 -2.037 -6.194  -0.845
C: 3.256 -4.813 0.654  -1.063
C: 1.521 -3.365 -1.149  -1.776
C: -3.878 1.569 -1.649  -0.820
C: -7.480 18.489 -2.128  0.353
C: 0.742 -9.129 -8.069  -0.170
C: -0.494 -4.397 9.575  -0.231
C: 0.803 -3.435 3.791  1.561
C: -1.310 -4.510 -7.915  0.363
C: -0.728 -4.076 4.043  -0.763
C: 4.799 -3.333 3.151  -1.427
C: 5.865 -4.487 2.694  -0.285
C: 5.489 1.983 10.228  -1.101
C: -7.668 8.766 0.119  -0.986
C: -7.738 16.499 -0.847  -0.082
C: -2.867 -2.930 -7.049  -0.349
C: -1.379 -1.768 -0.747  0.473
C: 4.390 0.311 6.285  1.098
C: 0.661 -10.710 -6.291  0.342
C: 5.524 -1.599 -5.254  -0.100
C: 6.325 -0.665 -4.365  -1.058
C: 0.899 -10.886 -4.793  0.868
C: 1.453 -4.290 2.578  -3.072
C: -8.040 11.468 1.565  0.218
C: -4.470 5.770 -0.403  0.871
C: 2.430 -3.586 1.474  4.528
C: 0.929 -4.689 -1.691  -0.832
C: -9.246 16.387 -0.715  -1.056
C: 5.628 -6.022 3.033  -0.697
C: 4.100 1.942 9.617  -0.198
C: 4.378 0.419 7.808  0.090
C: 1.541 -2.664 0.338  0.763
C: -0.628 -4.986 -9.196  0.866
C: 4.570 0.305 -8.305  0.836
C: 0.520 -6.047 -0.959  -1.106
C: -8.259 12.966 1.365  1.049
C: -4.251 4.271 -0.203  0.329
C: 3.664 -2.756 2.136  -1.875
C: 2.904 -4.194 8.071  1.137
H: -3.698 -2.343 -7.454  0.351
H: -8.680 8.851 0.525  0.345
H: -7.718 9.088 -0.926  0.299
H: 0.687 -4.965 1.956  0.387
H: -9.670 15.867 -1.580  0.290
H: 2.607 -3.177 -1.612  0.696
H: 2.411 2.394 2.448  0.359
H: -1.498 -3.394 11.206  0.383
H: -0.025 -4.538 -2.410  0.254
H: -2.850 2.137 0.183  0.350
H: -9.516 15.844 0.194  0.255
H: -1.541 -1.242 -6.801  0.346
H: 5.997 1.020 10.123  0.311
H: 6.831 -1.223 -3.572  0.300
H: -6.639 9.333 1.951  0.318
H: 3.610 2.911 9.759  0.335
H: -0.871 -4.427 5.175  0.176
H: 1.374 -6.873 -1.104  0.464
H: 1.709 -5.077 -2.528  0.381
H: -0.376 -5.362 10.082  0.330
H: 5.017 -6.684 2.288  0.120
H: 5.437 2.231 11.291  0.371
H: 5.672 0.087 -3.910  0.266
H: 1.291 -3.619 4.868  -0.536
H: -0.834 -8.674 -9.478  0.343
H: 6.111 2.726 9.718  0.305
H: -7.371 7.714 0.153  0.258
H: -4.891 1.654 -1.243  0.357
H: 3.775 -4.955 -1.311  0.382
H: -5.682 9.500 0.481  0.259
H: -1.158 -2.601 -5.754  0.207
H: 0.262 -3.178 11.203  0.313
H: 0.921 -2.573 -1.824  0.761
H: -2.564 -1.584 -5.384  0.291
H: 3.943 -0.925 3.067  0.273
H: 3.467 1.188 10.099  0.291
H: 7.081 -0.121 -4.939  0.416
H: 0.806 -2.273 3.692  0.139
H: 5.209 -6.106 4.148  0.188
H: -9.715 17.375 -0.679  0.396
H: -0.932 -5.029 3.397  0.216
H: 3.807 1.098 2.252  0.191
H: 1.272 -8.189 -8.261  0.291
H: -7.296 15.497 -0.856  0.238
H: -1.277 -9.897 -8.272  0.399
H: -1.404 -4.461 8.970  0.324
H: 4.794 -2.144 -4.646  0.202
H: 0.269 -6.056 0.169  0.288
H: 1.227 -9.901 -8.678  0.311
H: 6.164 -2.347 -5.737  0.308
H: -3.306 -3.747 -6.464  0.320
H: 6.293 -4.179 1.656  0.537
H: 5.558 -2.378 3.295  0.604
H: -1.577 -3.270 3.868  0.189
H: -3.582 0.517 -1.615  -0.003
H: -7.295 17.037 0.000  0.303
H: -3.928 1.891 -2.694  0.340
H: -1.193 -8.207 -7.797  0.214
H: -1.893 2.303 -1.287  0.213
H: 3.161 2.142 0.705  0.315
H: -0.718 -2.298 10.039  0.300
H: 6.700 -6.548 3.102  0.415

Summary:
Total charge = 0


# 5
C26H35B2Br3FLiO7 | the ωB97M-V functional and the def2-TZVPD basis

Each line ends with the Mulliken charge.
Positions of all 75 atoms, in Å:
Br: -7.026 -3.915 -3.393  -0.024
Br: -6.201 -2.219 -6.006  -0.015
Br: -4.359 -4.678 -5.033  -0.019
F: 3.802 -7.880 -4.409  -0.903
O: 1.016 -3.963 0.501  -0.713
O: 1.763 2.370 2.471  -0.608
O: -2.646 -2.227 -2.918  -0.476
O: 3.340 -3.939 2.467  -0.501
O: -1.506 1.287 -4.406  -0.535
O: -3.398 1.504 -2.626  -0.579
O: 2.636 3.261 0.188  -0.481
C: 3.790 -2.052 0.695  -0.319
C: -2.184 3.756 5.767  -0.348
C: 3.624 2.584 -0.669  0.143
C: 1.755 -5.864 -4.101  -0.469
C: -2.188 4.955 3.472  -0.769
C: -0.892 0.541 -1.916  0.179
C: 2.607 -1.102 1.369  -0.492
C: -0.045 1.588 -0.977  -0.781
C: -0.552 -1.072 -1.745  -0.070
C: -1.445 2.894 2.167  -0.738
C: -5.561 -3.249 -4.485  0.011
C: -0.428 -4.061 -4.750  -0.378
C: 4.382 -3.192 1.746  -0.529
C: -1.334 -2.225 -2.668  -0.367
C: -2.616 3.732 2.657  -0.577
C: 0.615 -1.607 -0.672  0.487
C: 1.121 1.059 0.096  0.375
C: 0.797 -3.996 -2.129  -0.054
C: 0.644 -5.265 -5.184  -0.437
C: -0.332 -3.440 -3.231  0.394
C: -1.436 4.646 4.773  -0.574
C: 0.840 -3.264 -0.626  0.807
C: 1.495 -0.560 0.291  -0.287
C: 3.220 2.536 -2.264  -0.802
C: 1.843 -5.226 -2.558  -0.634
C: -3.478 4.374 6.275  -1.203
B: 1.851 2.260 0.983  0.521
B: -2.004 1.152 -2.996  0.862
Li: -0.192 -5.568 -0.146  0.890
H: 3.171 -0.261 1.963  0.182
H: 2.953 -3.387 3.228  0.327
H: 4.043 3.034 -2.970  0.288
H: -1.808 2.060 1.559  0.334
H: 3.857 1.471 -0.331  -0.135
H: -1.528 3.568 6.626  0.377
H: 0.551 -5.649 -6.292  0.322
H: -3.947 3.712 7.011  0.375
H: 4.647 3.174 -0.601  0.386
H: -2.222 1.660 -4.999  0.310
H: -4.979 -2.566 -3.858  0.056
H: -3.699 0.962 -1.813  0.322
H: -4.197 4.531 5.465  0.284
H: 2.655 -5.626 -1.799  0.401
H: 1.997 -1.718 2.189  0.340
H: 4.705 -1.310 0.500  0.359
H: -1.192 5.598 5.263  0.406
H: -1.549 5.591 2.847  0.352
H: -0.260 2.760 -1.052  0.232
H: 2.198 3.096 -2.487  0.169
H: 2.701 2.428 2.873  0.294
H: -3.077 5.555 3.699  0.340
H: 5.025 -4.008 1.159  0.299
H: -0.873 2.474 2.999  0.239
H: 3.167 1.395 -2.599  0.231
H: -2.395 2.777 5.323  0.238
H: -1.217 -3.608 -5.491  0.371
H: 2.438 -6.728 -4.495  0.544
H: -0.475 4.177 4.535  0.176
H: 5.025 -2.621 2.562  0.263
H: -3.286 5.337 6.760  0.292
H: -3.299 3.104 3.238  0.307
H: -0.769 3.493 1.549  0.114
H: 3.507 -2.488 -0.353  0.274
H: -3.185 4.078 1.785  0.347

Summary:
Total charge = 0


# 6
C54H49Cl2N14O6PSSr | the ωB97M-V functional and the def2-TZVPD basis

Each line ends with the Mulliken charge.
Positions of all 128 atoms, in Å:
Sr: -0.886 0.302 -0.814  2.128
Cl: 0.698 1.171 -7.895  -0.237
Cl: -1.043 3.764 -7.161  -0.242
S: 5.833 2.681 -1.019  -0.239
P: -0.596 3.020 1.273  0.889
O: 0.193 -2.288 -4.282  -0.735
O: 1.009 3.039 1.486  -0.070
O: -0.963 2.439 2.756  -0.368
O: -0.254 -5.921 0.881  -0.168
O: -1.427 3.993 -2.087  -0.816
O: -1.072 4.540 1.572  -0.253
N: 1.527 1.174 -0.753  1.722
N: -3.338 -3.451 -2.131  0.897
N: -4.011 -3.328 -0.960  -1.031
N: 0.058 -0.334 -3.011  1.276
N: -2.574 -1.612 -1.266  0.823
N: -0.877 -1.628 3.737  1.027
N: 1.350 -7.295 1.465  -0.549
N: -1.720 1.719 -2.493  -0.468
N: 0.896 -7.657 0.196  -0.561
N: -0.876 -0.594 1.824  1.501
N: 5.432 6.951 0.573  -0.601
N: 0.546 -2.075 -0.822  2.009
N: 0.218 -0.833 3.782  -1.076
N: -3.404 1.665 -0.281  0.806
C: 1.821 2.268 -1.465  -0.516
C: 5.924 5.961 1.319  -0.381
C: -1.517 -1.468 2.575  -1.074
C: 0.978 -2.334 -2.066  0.785
C: 6.055 4.654 0.872  -0.157
C: 1.646 3.621 2.642  -0.559
C: 2.540 0.538 -0.155  -0.688
C: -0.258 0.556 -4.057  -0.783
C: 0.840 -4.127 5.469  -0.829
C: -0.043 -6.830 -0.104  0.663
C: 1.963 -3.285 -2.326  -0.878
C: 1.098 -2.764 0.188  -0.456
C: 3.036 4.045 2.239  -0.766
C: 5.182 5.381 -1.226  -0.101
C: -0.732 2.518 -5.991  -0.025
C: 2.538 -3.967 -1.271  -1.025
C: 0.172 -0.223 2.620  -0.547
C: -1.259 2.652 -4.719  -0.599
C: -3.145 2.812 -0.930  0.042
C: 0.250 0.429 -5.347  -0.550
C: 3.103 2.771 -1.587  -1.156
C: -5.138 3.828 -0.087  -0.795
C: -1.073 -2.642 4.765  -1.312
C: -1.970 2.886 -1.902  0.403
C: -0.201 -4.521 3.346  0.351
C: -2.541 -5.735 -2.681  0.912
C: -0.134 -3.807 4.537  0.840
C: -1.753 -5.742 -1.541  0.200
C: 1.743 -5.153 5.215  -0.793
C: -1.566 -7.837 -3.352  -0.645
C: -2.444 -6.790 -3.583  -0.985
C: -5.439 2.627 0.538  -0.782
C: -4.534 1.587 0.421  -0.339
C: -1.126 5.590 0.579  0.281
C: 2.092 -3.706 0.021  -0.971
C: 0.650 -6.280 1.824  0.473
C: -2.308 2.265 3.214  0.320
C: -0.873 -6.797 -1.309  -0.144
C: -2.498 -2.429 -2.301  -0.993
C: 0.024 1.396 -6.307  -0.103
C: 3.854 0.974 -0.211  -1.417
C: 0.172 6.370 0.549  -1.053
C: -3.972 3.924 -0.827  -0.812
C: 5.074 6.652 -0.678  -0.657
C: -1.046 1.684 -3.740  -0.049
C: 0.358 -1.604 -3.255  -1.400
C: 1.689 -5.853 4.024  -0.961
C: 4.141 2.127 -0.934  0.570
C: -2.776 3.434 4.052  -1.507
C: -0.775 -7.846 -2.216  -0.969
C: -3.497 -4.603 -2.998  -1.428
C: 5.664 4.355 -0.425  0.322
C: 0.710 -5.535 3.083  0.158
C: -3.526 -2.197 -0.488  -0.789
H: -1.851 3.526 -4.486  0.575
H: -4.530 -4.931 -2.920  0.375
H: 2.390 -6.648 3.805  0.548
H: -1.494 -8.648 -4.067  0.391
H: 4.687 7.471 -1.276  0.386
H: 0.834 -0.443 -5.606  0.611
H: 3.572 4.428 3.111  0.518
H: -1.345 5.167 -0.401  -0.206
H: 0.710 -2.553 1.181  -0.022
H: 3.271 3.653 -2.190  0.334
H: -1.860 -2.325 -3.174  0.499
H: -2.401 -2.028 2.302  0.296
H: 3.590 3.194 1.835  0.100
H: 4.912 5.205 -2.259  0.598
H: -3.798 3.252 4.394  0.413
H: 1.054 4.456 3.013  0.294
H: 0.989 5.740 0.190  -0.012
H: 2.239 -3.472 -3.355  0.622
H: -2.116 -2.953 4.730  0.274
H: -4.718 0.646 0.934  0.317
H: -2.132 3.560 4.925  0.339
H: 4.637 0.435 0.307  0.487
H: -3.321 -4.265 -4.017  0.456
H: 0.074 7.218 -0.133  0.480
H: 2.502 -5.396 5.948  0.397
H: -0.878 -2.176 5.726  0.417
H: 1.687 2.865 3.427  0.237
H: -5.811 4.676 -0.008  0.445
H: 0.429 6.749 1.540  0.330
H: 3.011 4.829 1.479  0.085
H: -2.979 2.103 2.368  -0.189
H: -1.807 -4.926 -0.829  0.618
H: -1.954 6.228 0.880  0.332
H: -3.688 4.830 -1.347  0.523
H: 0.908 -3.562 6.392  0.389
H: -0.957 -4.284 2.603  0.565
H: -2.755 4.355 3.471  0.235
H: 2.502 -4.225 0.880  0.667
H: 6.444 3.880 1.521  0.394
H: -3.052 -6.782 -4.483  0.470
H: 3.316 -4.701 -1.447  0.480
H: -6.352 2.494 1.105  0.471
H: 0.911 0.510 2.326  0.085
H: -3.878 -1.770 0.441  0.658
H: 0.990 2.773 -1.961  0.258
H: -0.082 -8.655 -2.017  0.532
H: 6.220 6.224 2.331  0.395
H: 2.293 -0.355 0.411  0.293
H: -2.301 1.353 3.813  0.249

Summary:
Total charge = 0


| no. | E_HOMO (eV) | lowest unoccupied orbital energy (eV) | orbital gap (eV) |
| --- | --- | --- | --- |
| 1 | -11.115 | 0.793 | 11.91 |
| 2 | -10.337 | 0.940 | 11.28 |
| 3 | -8.928 | 0.457 | 9.38 |
| 4 | -8.779 | -2.826 | 5.95 |
| 5 | -7.077 | -2.577 | 4.50 |
| 6 | -6.683 | -0.289 | 6.39 |